(1)
C14H48N4O10 | ωB97M-V/def2-TZVPD

Computed properties:
E_LUMO = -0.12 eV
relative energy (zero: lowest compared OMol25 entry of this formula, charge and spin) = 66.1 kcal per mole
orbital gap = 9.2621 eV

CARTESIAN COORDINATES (ANGSTROEM)
C1 0.88363 24.74229 18.45667
O1 1.74098 24.38201 17.41184
H1 0.28075 25.64454 18.25632
H2 0.16703 24.00992 18.83573
H3 1.49332 25.09933 19.28713
H4 1.30046 23.94607 16.68058
C2 -0.05672 18.44304 20.89683
O2 0.14234 17.49333 21.93492
H5 -0.49332 17.88663 20.05662
H6 -0.76938 19.19302 21.22695
H7 0.84473 18.91978 20.51042
H8 0.86954 16.91583 21.69002
C3 5.93523 19.97787 20.57931
O3 7.32417 19.84984 20.39164
H9 5.35750 19.49790 19.78806
H10 5.64569 19.43946 21.49007
H11 5.62530 21.01597 20.73827
H12 7.47158 19.74121 19.44222
C4 5.39684 23.59182 17.39787
O4 6.24968 22.81156 16.57775
H13 4.35775 23.37703 17.11426
H14 5.40533 23.26960 18.44398
H15 5.50121 24.66752 17.26618
H16 7.07581 23.28920 16.46936
C5 1.41154 18.78332 14.81908
O5 2.46945 19.16381 15.30044
N1 0.31329 19.57728 14.74685
N2 1.25440 17.51956 14.28953
H17 -0.62192 19.24100 14.62114
H18 0.46572 20.51760 15.06876
H19 2.10622 16.97928 14.26884
H20 0.66003 17.39967 13.48665
C6 5.67655 18.87412 16.87194
O6 6.74211 18.86365 17.48495
N3 5.24109 19.98083 16.20045
N4 4.96389 17.73215 16.64162
H21 4.29530 20.07307 15.87146
H22 5.83632 20.79301 16.24446
H23 4.09036 17.79818 16.14735
H24 5.28941 16.82096 16.89417
C7 0.72001 15.14157 18.88978
C8 0.51978 16.05904 17.71129
O7 1.04674 15.36652 16.55540
H25 0.22856 14.18565 18.67612
H26 0.30131 15.48090 19.83463
H27 1.78338 14.92604 18.97534
H28 1.16878 16.93956 17.85421
H29 -0.48059 16.45086 17.50987
H30 0.90610 15.94483 15.79836
C9 2.05290 21.55441 19.52804
C10 2.71786 20.74783 18.44884
O8 1.80791 19.68834 18.07004
H31 1.93154 21.03993 20.48373
H32 1.04624 21.82797 19.21102
H33 2.60956 22.45793 19.78782
H34 3.64523 20.26627 18.76068
H35 2.93199 21.34800 17.56050
H36 1.94507 19.51902 17.12916
C11 -2.09975 21.56768 17.48902
C12 -2.60431 20.81889 18.72810
O9 -3.14096 21.71176 19.70164
H37 -2.49377 22.58596 17.46397
H38 -2.38150 21.07448 16.55887
H39 -1.01631 21.71305 17.53194
H40 -1.81470 20.23712 19.19440
H41 -3.39362 20.12967 18.41219
H42 -4.02660 21.93837 19.40566
C13 2.80696 25.18580 23.44521
C14 2.29365 24.32786 22.30972
O10 1.21681 23.50229 22.72393
H43 3.45404 26.02062 23.15961
H44 3.40695 24.61735 24.16235
H45 1.99979 25.68541 23.99053
H46 3.11781 23.71098 21.93464
H47 2.00858 24.98067 21.48355
H48 1.30160 23.42542 23.67889


(2)
C14H4Cl5F6N2O7RhS2 | ωB97M-V/def2-TZVPD

Computed properties:
E_LUMO (spin up / spin down) = -3.47 / -3.63 eV
relative energy (zero: lowest compared OMol25 entry of this formula, charge and spin) = 85.3 kcal per mole
orbital gap (spin up / spin down) = 5.1003 / 4.8935 eV

CARTESIAN COORDINATES (ANGSTROEM)
Rh1 -0.44232 -0.18700 0.45069
Cl1 1.03469 -7.13841 -0.96848
C1 0.95686 -5.44466 -0.97416
C2 0.01683 -4.78576 -0.15317
Cl2 -1.01249 -5.68741 0.86974
C3 -0.06270 -3.41660 -0.17632
Cl3 -1.14394 -2.57639 0.85168
C4 0.75972 -2.61953 -1.05285
O1 0.64477 -1.38264 -1.13981
C5 1.73893 -3.32942 -1.83991
Cl4 2.76550 -2.39754 -2.82372
C6 1.83421 -4.70173 -1.79189
Cl5 3.01463 -5.51586 -2.72554
F1 -3.42229 -0.62418 -0.30597
C7 -4.22569 0.18253 0.40602
F2 -4.63265 1.17896 -0.36669
F3 -5.28751 -0.53821 0.75224
S1 -3.35822 0.80483 1.98127
O2 -2.16140 -0.02885 2.05435
O3 -4.32933 0.65757 3.00284
N1 -2.99938 2.31239 1.67279
S2 -1.69340 2.45501 0.80374
O4 -1.73267 1.64898 -0.41732
O5 -0.45408 2.40862 1.51887
C8 -1.84605 4.20233 0.21411
F4 -0.77896 4.45021 -0.54851
F5 -1.86443 5.05262 1.22768
F6 -2.94828 4.34575 -0.51406
O6 2.97205 0.17096 2.74098
C9 2.11922 0.11476 1.88175
O7 1.11532 -0.68819 1.82009
C10 2.25027 1.05510 0.67359
C11 3.37304 1.84800 0.50609
C12 3.44643 2.64444 -0.62494
C13 2.40803 2.61836 -1.54759
C14 1.31715 1.80319 -1.30271
N2 1.26454 1.05214 -0.20834
H1 4.14511 1.80697 1.26048
H2 4.30878 3.27862 -0.78571
H3 2.43633 3.22274 -2.44318
H4 0.47339 1.74729 -1.97811


(3)
C14H50O14 | ωB97M-V/def2-TZVPD

Computed properties:
E_LUMO = 0.54 eV
relative energy (zero: lowest compared OMol25 entry of this formula, charge and spin) = 20.6 kcal per mole
orbital gap = 10.0049 eV

CARTESIAN COORDINATES (ANGSTROEM)
C1 1.55505 -0.00175 1.05648
C2 0.79116 0.55657 2.22833
O1 -0.59777 0.41127 2.00706
O2 1.75362 0.89167 -0.05946
H1 1.03378 -0.83895 0.65542
H2 2.55108 -0.25445 1.39221
H3 1.00974 1.65279 2.25920
H4 1.11797 -0.03768 3.08809
H5 -1.12822 1.07884 2.45917
H6 0.86080 0.98274 -0.43983
C3 -2.06588 -3.77123 -2.35288
C4 -1.99691 -5.23948 -2.03714
O3 -0.66094 -5.66545 -1.85906
O4 -1.48705 -3.05052 -1.24574
H7 -3.09084 -3.44785 -2.42760
H8 -1.47520 -3.55736 -3.23307
H9 -2.50353 -5.81327 -2.85646
H10 -2.58309 -5.53629 -1.14472
H11 -0.21186 -4.92907 -1.44642
H12 -0.57784 -2.74414 -1.44353
C5 3.22396 3.82650 -0.00325
C6 3.85528 3.21163 -1.23800
O5 2.94815 3.49972 -2.29331
O6 1.95302 3.35124 0.40725
H13 3.06515 4.90765 -0.20532
H14 3.91542 3.65833 0.87963
H15 4.08562 2.12137 -1.19332
H16 4.74692 3.83447 -1.31582
H17 3.30972 3.17102 -3.13792
H18 1.89678 2.40705 0.19151
C7 -1.77288 4.07360 3.27953
O7 -1.68333 2.93729 2.41339
H19 -1.20867 3.91553 4.18405
H20 -1.38547 4.96801 2.74768
H21 -2.80172 4.24646 3.57543
H22 -1.79312 3.28369 1.49576
C8 -1.33729 4.56466 -1.72627
O8 -2.11553 4.22381 -0.53349
H23 -0.61260 3.74679 -1.93599
H24 -2.02815 4.89386 -2.55190
H25 -0.75530 5.47072 -1.45796
H26 -2.77980 3.57811 -0.77190
C9 1.64637 -3.45245 -2.99824
O9 1.04032 -2.60458 -2.00272
H27 1.69406 -4.46597 -2.56757
H28 0.89980 -3.56557 -3.81737
H29 2.61719 -3.15396 -3.40781
H30 1.53288 -1.75221 -1.96599
C10 -1.93489 0.08676 -1.92504
O10 -0.84326 0.35929 -1.04954
H31 -2.76712 0.71703 -1.61733
H32 -1.65703 0.25878 -2.95503
H33 -2.35391 -0.90457 -1.79417
H34 -1.04656 0.18749 -0.10245
C11 -0.68384 -1.66111 4.35786
O11 0.62422 -2.00975 4.58026
H35 -0.89111 -1.37314 3.30005
H36 -1.39257 -2.43478 4.74893
H37 -0.89869 -0.67604 4.92465
H38 0.78616 -2.78870 4.05185
C12 -4.60512 1.86643 1.65054
O12 -4.10261 2.85395 0.65052
H39 -4.20191 2.05024 2.64111
H40 -5.67518 1.90241 1.62736
H41 -4.27959 0.89525 1.30324
H42 -4.74784 3.53771 0.46834
C13 3.83977 -0.23861 -3.01400
O13 3.10564 -0.77913 -1.95417
H43 3.18071 0.17646 -3.81524
H44 4.44154 0.58513 -2.63883
H45 4.48577 -1.03392 -3.47980
H46 2.86153 -0.07427 -1.35971
C14 0.55899 -4.81723 2.22805
O14 1.53857 -3.80222 2.22449
H47 1.00043 -5.76759 1.92827
H48 0.23025 -4.98779 3.29802
H49 -0.30543 -4.46710 1.60743
H50 1.28222 -3.24417 1.46417


(4)
C14H52N16O12 | ωB97M-V/def2-TZVPD

Computed properties:
E_LUMO = -0.10 eV
orbital gap = 8.0750 eV

CARTESIAN COORDINATES (ANGSTROEM)
C1 1.84288 4.19399 -2.06633
C2 2.04588 2.68899 -1.92233
O1 0.98288 1.88499 -2.40833
H1 1.38588 4.47299 -2.99233
H2 2.76788 4.73299 -2.04133
H3 1.20788 4.62899 -1.34833
H4 2.25788 2.42599 -0.84533
H5 2.92288 2.40599 -2.49733
H6 0.25488 2.02399 -1.76433
C3 4.60888 0.51699 -0.18133
C4 5.00288 -0.94901 0.12867
O2 3.80688 -1.68101 0.45467
H7 5.46388 1.16399 -0.24433
H8 3.97488 0.91799 0.57967
H9 4.08388 0.56999 -1.16733
H10 5.76988 -0.94101 0.92367
H11 5.46088 -1.34401 -0.76033
H12 4.12588 -2.58001 0.47267
C5 -2.06912 -4.04801 -3.08133
O3 -1.18612 -5.07301 -2.61233
N1 -2.46912 -3.94801 -4.35033
N2 -2.57812 -3.15201 -2.39433
H13 -2.04512 -4.65301 -5.00033
H14 -2.76312 -3.08101 -4.73333
H15 -2.45112 -3.20901 -1.35533
H16 -3.46412 -2.66101 -2.65933
C6 -3.14312 -2.51501 1.14567
O4 -4.49012 -2.46601 1.47067
N3 -2.16612 -1.69401 1.46867
N4 -2.64712 -3.44601 0.41767
H17 -2.23412 -0.98501 2.25467
H18 -1.28012 -2.21701 1.59467
H19 -3.34712 -4.17101 0.27967
H20 -1.67312 -3.71901 0.57067
C7 3.00588 -1.01701 4.13967
O5 4.07788 -1.82701 4.54467
N5 2.17688 -0.35301 4.92667
N6 2.65188 -0.87101 2.84167
H21 2.49488 -0.18601 5.86767
H22 1.48588 0.29399 4.54067
H23 3.12388 -1.27101 2.07467
H24 1.78088 -0.37001 2.61467
C8 -1.36212 0.93699 3.56567
O6 -0.15812 1.02099 4.26967
N7 -1.72412 1.88299 2.77967
N8 -2.16512 -0.06001 3.69967
H25 -1.05512 2.66599 2.69167
H26 -2.46312 1.84599 2.12467
H27 -1.76812 -0.81701 4.31867
H28 -3.18012 0.04999 3.70267
C9 -1.96112 2.01299 -2.31433
O7 -2.18512 0.99699 -3.18833
N9 -2.31812 3.24799 -2.53333
N10 -1.34912 1.85999 -1.15333
H29 -2.81112 3.51199 -3.37833
H30 -2.01312 3.94999 -1.86633
H31 -0.97612 0.79599 -0.91933
H32 -1.02312 2.61399 -0.46033
C10 0.41888 -0.25201 0.27067
O8 0.46288 0.02399 1.63367
N11 1.41388 -0.46101 -0.46533
N12 -0.70912 -0.47901 -0.35333
H33 2.32288 -0.57101 -0.14133
H34 1.33888 -0.61501 -1.51433
H35 -1.52212 -0.69001 0.24667
H36 -0.60912 -1.05701 -1.18833
C11 0.53388 -1.69401 -3.22933
O9 0.74988 -3.00901 -3.34333
N13 1.48488 -0.82101 -3.09333
N14 -0.62612 -1.23801 -3.01733
H37 2.42388 -1.16001 -3.18633
H38 1.36988 0.18699 -3.12833
H39 -1.38112 -1.91401 -2.93433
H40 -0.88712 -0.31201 -2.92633
C12 0.10688 4.14799 1.37267
O10 -0.83512 3.89599 0.33367
N15 0.62188 3.22199 2.10567
N16 0.40488 5.38299 1.71167
H41 0.44888 2.27899 1.85967
H42 1.42688 3.35699 2.71267
H43 -0.12412 6.02999 1.24567
H44 1.06788 5.73099 2.42267
C13 -4.27312 1.02399 0.13467
O11 -3.33712 1.89299 0.67167
H45 -5.32912 0.96799 0.46867
H46 -3.87112 -0.01201 0.05367
H47 -4.27512 1.37199 -0.88333
H48 -2.55612 1.90299 0.03967
C14 0.67488 -3.62001 0.30067
O12 -0.05212 -3.48301 1.52767
H49 1.55888 -3.03001 0.14967
H50 -0.00912 -3.31501 -0.50233
H51 0.89788 -4.70701 0.22767
H52 0.42288 -3.98601 2.19267


(5)
C14H52N22O12 | ωB97M-V/def2-TZVPD

Computed properties:
E_LUMO = -0.25 eV
relative energy (zero: lowest compared OMol25 entry of this formula, charge and spin) = 171.3 kcal per mole
orbital gap = 8.0348 eV

CARTESIAN COORDINATES (ANGSTROEM)
C1 22.15136 8.08239 -5.73139
C2 21.18813 8.47462 -6.81160
C3 19.88804 8.89644 -6.36503
O1 21.81658 9.50115 -7.55753
H1 22.32972 8.80758 -4.93742
H2 23.07756 7.79099 -6.22671
H3 21.80260 7.18062 -5.22812
H4 20.88001 7.58362 -7.35868
H5 19.30223 9.17158 -7.24209
H6 19.84730 9.75700 -5.69730
H7 19.29642 8.13724 -5.85346
H8 21.93703 10.26445 -6.98790
C4 19.93608 13.26449 -8.58158
O2 19.55703 14.20091 -7.99290
N1 20.10888 13.26317 -9.87857
N2 20.22508 12.08957 -8.07864
H9 20.15079 12.31200 -10.21565
H10 20.36332 14.06853 -10.43242
H11 20.28632 11.31811 -8.72765
H12 20.52294 11.97493 -7.12040
C5 19.20384 9.36780 -10.21697
O3 19.64106 10.41339 -10.56745
N3 19.78279 8.28307 -10.48856
N4 17.99495 9.22494 -9.77792
H13 19.49085 7.34061 -10.27259
H14 20.64476 8.34366 -11.01148
H15 17.74420 8.24735 -9.81756
H16 17.37712 10.01597 -9.89039
C6 21.89633 12.74659 -5.08362
O4 21.63642 11.81191 -5.81124
N5 21.18185 13.82569 -5.09977
N6 22.89729 12.75389 -4.24326
H17 21.57914 14.53684 -4.50267
H18 20.51607 14.05200 -5.82477
H19 23.34980 11.86226 -4.10071
H20 22.86487 13.29866 -3.39340
C7 16.68720 8.98060 -5.02492
O5 16.85715 10.06826 -5.43193
N7 15.97227 8.08471 -5.60103
N8 17.08773 8.63635 -3.88192
H21 15.60487 8.45007 -6.46798
H22 15.42206 7.45752 -5.03180
H23 17.08774 7.71632 -3.46522
H24 17.45320 9.38210 -3.30712
C8 24.71409 10.16097 -2.62275
O6 25.38592 11.22650 -2.46784
N9 24.82190 9.33915 -3.63212
N10 23.67781 9.75215 -1.86475
H25 24.41175 8.41645 -3.60969
H26 25.35767 9.55836 -4.45977
H27 23.28561 10.50041 -1.31124
H28 23.08357 9.01578 -2.21792
C9 23.59549 5.59362 -3.63204
O7 24.16657 6.61338 -3.44648
N11 22.31679 5.52513 -3.54501
N12 24.11650 4.38917 -3.70648
H29 21.92500 6.43199 -3.33476
H30 21.80250 4.68810 -3.77945
H31 25.08644 4.31351 -3.43521
H32 23.50521 3.58587 -3.67303
C10 20.07436 8.92875 -2.35748
O8 20.87932 8.13819 -2.80982
N13 19.02418 8.67934 -1.65379
N14 20.17728 10.19332 -2.52270
H33 18.34698 9.38753 -1.40891
H34 18.77554 7.74282 -1.36881
H35 19.30654 10.67821 -2.35908
H36 20.82697 10.50411 -3.23081
C11 23.78957 8.87820 -10.67714
O9 24.68467 8.98077 -11.52180
N15 22.56488 8.63103 -11.02472
N16 23.81537 9.30812 -9.44399
H37 22.06952 8.86750 -10.17689
H38 22.44329 8.91134 -11.98739
H39 23.13179 9.31009 -8.70048
H40 24.75819 9.57366 -9.19762
C12 20.55699 4.42223 -7.80043
O10 19.51742 4.64637 -7.18027
N17 20.63241 4.24249 -9.06684
N18 21.72689 4.24484 -7.24620
H41 19.88405 4.29385 -9.74315
H42 21.56566 4.53182 -9.32261
H43 21.89066 4.52510 -6.28979
H44 22.40454 3.65518 -7.70792
C13 26.49300 9.28818 -6.73531
O11 26.43813 10.12003 -7.66371
N19 25.75616 8.22281 -6.56156
N20 27.33844 9.51149 -5.67570
H45 25.98396 7.64106 -5.76797
H46 25.20179 8.06529 -7.39099
H47 27.36141 8.92274 -4.85537
H48 27.78600 10.41223 -5.58362
C14 24.02926 13.03413 -8.67734
O12 24.65960 13.07551 -9.75728
N21 23.08305 13.85660 -8.29798
N22 24.29160 12.14496 -7.73513
H49 22.71907 14.60559 -8.86950
H50 22.93653 13.84811 -7.29871
H51 25.12280 11.57198 -7.70525
H52 23.56454 11.93782 -7.06536


(6)
C14H53O15P | ωB97M-V/def2-TZVPD

Computed properties:
E_LUMO = 0.36 eV
relative energy (zero: lowest compared OMol25 entry of this formula, charge and spin) = 0.0 kcal per mole
orbital gap = 9.5844 eV

CARTESIAN COORDINATES (ANGSTROEM)
C1 1.86418 4.54702 0.46730
O1 2.32358 3.32707 1.07628
H1 1.83077 5.36577 1.19836
H2 2.46348 4.71963 -0.42550
H3 0.80223 4.39245 0.26414
H4 3.24540 3.39740 1.33866
C2 -2.70160 -0.18811 1.49794
O2 -3.42856 0.89315 2.07283
H5 -1.81771 0.14996 0.96891
H6 -2.40986 -0.90492 2.27845
H7 -3.34903 -0.77999 0.84207
H8 -4.34390 0.62816 2.17027
C3 0.63691 -4.03339 0.22925
O3 0.19435 -2.80868 0.85504
H9 1.43527 -4.42091 0.86740
H10 -0.16367 -4.76423 0.12633
H11 1.06679 -3.86351 -0.76346
H12 -0.76311 -2.76054 0.76789
C4 1.33506 0.24845 -0.08776
O4 2.26828 -0.79784 0.13823
H13 0.33929 -0.19363 -0.15496
H14 1.29565 0.99667 0.71342
H15 1.56261 0.78443 -1.00791
H16 1.81975 -1.39629 0.75551
C5 0.35308 -0.52945 3.98252
O5 1.06615 -0.50474 5.21271
H17 0.39851 0.47531 3.55491
H18 0.78696 -1.29062 3.31915
H19 -0.68290 -0.80767 4.16263
H20 2.01972 -0.43640 4.99549
C6 -0.61138 2.99208 2.48584
O6 -1.59708 2.61847 3.40986
H21 0.31587 2.43495 2.64018
H22 -0.97669 2.94402 1.45755
H23 -0.32306 4.02498 2.71216
H24 -2.30262 2.08050 2.99361
C7 3.60834 2.85404 -2.60831
O7 2.99560 2.43558 -3.85258
H25 3.13078 2.40256 -1.74215
H26 4.66851 2.57183 -2.59937
H27 3.51666 3.94412 -2.55975
H28 3.26266 3.06108 -4.52708
C8 1.95713 -1.01551 -3.84262
O8 3.36144 -0.65948 -3.81009
H29 1.49378 -0.75366 -2.88521
H30 1.46414 -0.50791 -4.68217
H31 1.83569 -2.08777 -3.99375
H32 3.38960 0.22344 -3.42815
C9 -1.49825 2.58881 -1.73859
O9 -2.12870 2.79400 -2.99387
H33 -0.53889 2.09680 -1.90079
H34 -1.28406 3.52398 -1.21078
H35 -2.10866 1.93057 -1.10947
H36 -3.03985 3.05241 -2.82781
C10 3.60537 0.74845 3.18829
O10 3.68939 -0.22987 4.24244
H37 3.07763 1.63798 3.53145
H38 4.62772 0.95401 2.84104
H39 3.02202 0.38468 2.32788
H40 4.05586 -1.06158 3.86564
C11 3.70437 -3.30406 2.40497
O11 4.70115 -2.42798 2.93694
H41 2.79319 -3.20267 2.98517
H42 3.56042 -3.12024 1.33941
H43 4.04059 -4.34115 2.51159
H44 5.55112 -2.81411 2.71530
C12 -2.28496 -0.85883 -2.15966
O12 -3.64073 -0.71731 -1.78814
P1 -4.73699 -1.81355 -2.16071
O13 -4.40662 -3.16659 -1.71934
O14 -6.00448 -1.14975 -1.52634
C13 -6.57724 -1.67206 -0.33085
O15 -5.02341 -1.62262 -3.69707
C14 -4.12719 -2.17501 -4.67344
H45 -1.65528 -0.85997 -1.27369
H46 -1.98221 -0.00409 -2.76639
H47 -2.03034 -1.77800 -2.69405
H48 -5.90637 -2.37727 0.16234
H49 -7.50225 -2.19403 -0.57013
H50 -6.79230 -0.84996 0.34753
H51 -3.76175 -3.16029 -4.37825
H52 -3.31858 -1.48091 -4.88886
H53 -4.71674 -2.33764 -5.57582